Model P:
Density functional theory data (wB97M-V/def2-TZVPD) for a 2-piece molecular cluster, C4H7ClN2 overall.

CARTESIAN COORDINATES (ANGSTROEM)
C -1.3023 -1.5261 0.3733
C 0.0010 0.1973 1.3074
C -0.8636 0.4840 -1.9449
C -0.1170 -0.8803 0.2824
N -2.2556 -2.1857 0.2893
N 1.0337 -1.3812 -0.2921
Cl 0.4909 -0.1990 -2.6572
H -0.1996 1.1913 0.9461
H 0.9563 0.0695 1.6495
H -0.7216 0.0248 2.1604
H -0.7134 1.1013 -1.1074
H -1.8545 0.2807 -2.3990
H 1.7689 -0.7189 -0.0992
H 1.0245 -2.0810 -1.0439

Okay, here come the Mulliken numbers, in e, for every atom: 0.55, -1.22, -0.50, 0.25, -0.52, -0.53, -0.12, 0.26, 0.43, 0.31, 0.29, 0.33, 0.22, 0.26

=====

Model Q:
Density functional theory data (wB97M-V/def2-TZVPD) for one molecule with the formula C4H7ClN2.

CARTESIAN COORDINATES (ANGSTROEM)
C 0.1134 -0.6943 -0.6402
C -3.1351 -0.9172 0.4151
C 1.1326 -0.0619 0.3338
C 1.3124 1.4961 0.1534
N -1.2229 -0.1855 -0.7548
N -2.1640 -0.6887 -0.1757
Cl 2.6269 -0.9973 0.1366
H 0.6971 -0.7100 -1.6207
H 0.0186 -1.6809 -0.2622
H 0.7703 -0.1346 1.4494
H -4.1059 -0.8250 0.7541
H 0.9595 2.0471 0.9222
H 0.5682 1.7055 -0.6969
H 2.4288 1.6467 -0.0140

Okay, here come the Mulliken numbers, in e, for every atom: -1.01, -0.27, 0.35, -0.98, -0.65, 0.38, -0.19, 0.34, 0.55, 0.27, 0.38, 0.31, 0.25, 0.28

=====

Energy ordering: model P at the bottom, the next structure 0.0063 hartree above.

=====

Model P:
Density functional theory data (wB97M-V/def2-TZVPD) for a 2-piece molecular cluster, C7H10ClFN2O4 overall.

CARTESIAN COORDINATES (ANGSTROEM)
C 1.7086 -1.5332 -1.0399
C -0.7391 0.9579 2.6661
C -0.2936 -0.3220 2.0814
C -0.8699 1.0108 -1.1665
C 0.2880 1.4734 -2.1106
C 0.3475 -0.2148 0.5981
C 1.2877 -1.4105 0.2867
N 2.1379 -1.7226 -2.1054
N -0.7512 -2.8479 -1.0715
O -0.3205 -2.9489 -2.1553
O -1.7089 -3.1663 -0.4457
O -0.6867 -0.2091 -0.3982
O 1.3170 2.1196 -1.4059
F 0.6960 3.3006 -0.7304
Cl 1.9614 -2.5517 1.3237
H -1.5741 1.2925 2.0208
H 0.0614 1.8222 2.5860
H -1.0954 1.0182 3.6817
H 0.3847 -0.9477 2.7543
H -1.1478 -0.9807 1.8522
H -1.9087 0.9002 -1.7229
H -1.0498 1.8182 -0.4628
H 0.0094 1.9942 -2.9476
H 0.9237 0.5492 -2.3944
H 1.0225 0.5983 0.3063

Okay, here come the Mulliken numbers, in e, for every atom: 0.11, -1.11, -0.56, -0.31, -0.49, 0.64, -0.06, -0.54, 0.89, -0.42, -0.48, -0.34, -0.15, -0.22, -0.14, 0.23, 0.23, 0.39, 0.37, 0.26, 0.30, 0.35, 0.45, 0.15, 0.46

=====

Model Q:
Density functional theory data (wB97M-V/def2-TZVPD) for one molecule with the formula C7H10ClFN2O4.

CARTESIAN COORDINATES (ANGSTROEM)
C 1.2681 -2.6224 -0.3155
C -0.0589 -1.9103 -0.4977
C -0.1416 -0.3668 0.0238
O -1.5158 -0.1712 -0.2194
C -1.9595 1.1467 -0.0062
C -3.4671 1.0264 0.1124
O -4.0944 2.1816 0.2904
F -3.8635 2.7767 1.5550
C 0.8257 0.3849 -0.8580
Cl 0.5350 0.7434 -2.5088
C 2.0063 0.7090 -0.3119
N 3.0279 0.8590 0.3593
N 4.5026 1.1039 0.8768
O 5.2620 1.4102 0.0600
O 4.5237 1.0496 2.0314
H 1.9814 -2.1914 -0.9635
H 1.2324 -3.7048 -0.4359
H 1.7587 -2.5232 0.8640
H -0.6192 -1.8293 -1.4481
H -0.7844 -2.3824 0.2432
H 0.2023 -0.0784 1.0447
H -1.5801 1.7082 0.8164
H -1.6279 1.8620 -0.8242
H -3.5150 0.2671 0.9493
H -3.8987 0.5515 -0.8376

The SMILES is CC[C@H](OCCOF)C(Cl)=C=N[N+](=O)[O-].

Okay, here come the Mulliken numbers, in e, for every atom: -1.18, -0.44, -0.03, -0.28, -0.56, -0.25, -0.18, -0.16, -0.19, -0.19, 0.57, -0.35, 0.98, -0.45, -0.46, 0.33, 0.39, 0.18, 0.36, 0.28, 0.41, 0.40, 0.30, 0.29, 0.23

=====

Energy ordering: model P at the bottom, the next structure 0.0633 hartree above.

=====

Model P:
Density functional theory data (wB97M-V/def2-TZVPD) for a 2-piece molecular cluster, CH3N2OP overall.

CARTESIAN COORDINATES (ANGSTROEM)
N -0.9376 1.3130 1.6896
C -0.0780 1.7379 1.0609
P 1.3406 2.4749 0.1461
O 0.7797 2.9818 -1.0908
N -0.0742 -1.9895 -0.5932
H 0.3066 -2.5631 0.1518
H -0.6052 -2.6077 -1.1956
H -0.7319 -1.3473 -0.1688

The SMILES is N#CP=O.N.

Okay, here come the Mulliken numbers, in e, for every atom: -0.28, 0.25, 0.38, -0.35, -0.66, 0.22, 0.22, 0.22

=====

Model Q:
Density functional theory data (wB97M-V/def2-TZVPD) for one molecule with the formula CH3N2OP.

CARTESIAN COORDINATES (ANGSTROEM)
C -0.1007 -0.4997 -0.8338
N -0.0631 0.8998 -0.8944
N 0.2272 1.5227 0.0733
P 0.6261 0.2529 1.5246
O -0.0245 -0.8868 0.5435
H -0.9105 -0.9250 -1.3599
H 0.9217 -0.8625 -1.3959
H -0.6763 0.4985 2.3426

The SMILES is C1N=NPO1.

Okay, here come the Mulliken numbers, in e, for every atom: -0.02, -0.15, -0.19, 0.15, -0.31, 0.28, 0.18, 0.06

=====

Energy ordering: model P at the bottom, the next structure 0.0458 hartree above.

=====

Model P:
Density functional theory data (wB97M-V/def2-TZVPD) for an isolated ion of composition C4H10N3O and charge +1.

CARTESIAN COORDINATES (ANGSTROEM)
C -1.1420 0.1196 2.4756
N -0.2310 -0.5188 1.4751
C 0.2338 0.2542 0.2650
N -0.8910 0.4998 -0.6506
C -0.4718 0.1476 -1.9171
O -0.9971 0.2698 -2.9769
C 0.9185 -0.5046 -1.7770
N 1.9973 0.1153 -2.1917
H -2.1174 0.1044 2.1775
H -1.2604 -0.5188 3.3019
H -0.6729 1.0239 2.6159
H -0.6566 -1.3796 1.2412
H 0.5748 -0.8898 1.8403
H 0.7924 0.9882 0.7418
H -1.6804 1.1040 -0.6052
H 0.7905 -1.5201 -1.8399
H 2.8602 -0.4007 -2.1434
H 1.9529 1.1056 -2.0324

As for the net charge: +1. The SMILES is C[NH2+]/C=[NH+]/C([O-])=C/N.

Okay, here come the Mulliken numbers, in e, for every atom: -0.90, -0.25, -0.55, -0.06, 0.36, -0.50, -0.09, -0.29, 0.38, 0.40, 0.35, 0.30, 0.33, 0.33, 0.23, 0.42, 0.27, 0.26

=====

Model Q:
Density functional theory data (wB97M-V/def2-TZVPD) for an isolated ion of composition C4H10N3O and charge +1.

CARTESIAN COORDINATES (ANGSTROEM)
C 0.7488 -0.7451 -1.8789
C 0.7656 -1.2275 -0.5321
N 0.1684 -0.6801 0.4914
N -0.3489 0.6477 0.6228
C 0.3385 1.8794 0.2665
C -1.5017 0.7189 1.3699
N -1.7052 -0.7135 1.9161
O -2.2494 1.6289 1.6229
H 0.5706 0.3003 -2.0191
H 0.0408 -1.3465 -2.5417
H 1.6495 -1.0824 -2.3596
H 1.1867 -2.2472 -0.3485
H -0.2466 2.4149 -0.4935
H 0.4570 2.4410 1.3131
H 1.3601 1.7642 -0.0461
H -2.5891 -1.0102 1.6359
H -1.6008 -0.8353 2.8635
H -0.9378 -1.3154 1.3500

As for the net charge: +1. The SMILES is C/C=N\N(C)C([NH3+])=O.

Okay, here come the Mulliken numbers, in e, for every atom: -1.04, 0.17, -0.57, 0.35, -0.97, 0.25, -0.22, -0.47, 0.34, 0.30, 0.36, 0.40, 0.34, 0.31, 0.43, 0.33, 0.29, 0.40

=====

Energy ordering: model Q at the bottom, the next structure 0.0238 hartree above.

=====

Model P:
Density functional theory data (wB97M-V/def2-TZVPD) for an isolated ion of composition C4H10N3O and charge +1.

CARTESIAN COORDINATES (ANGSTROEM)
C -0.3993 0.5036 -1.6418
N -0.1504 -0.3164 -0.5548
N -1.4117 -0.6477 0.0506
C -1.1189 -0.9502 1.4668
C 0.1489 -0.7282 1.7788
C 0.9043 0.1815 0.7911
N 2.1623 -0.1602 0.5052
O 0.6659 1.5080 0.9848
H 0.4388 1.0875 -1.7839
H -0.8448 -0.0894 -2.4933
H -1.1814 1.3785 -1.4128
H -1.8898 -1.4420 -0.2287
H -2.0603 0.0869 0.0252
H -2.0149 -1.4407 1.9476
H 0.7247 -0.9126 2.6812
H 2.3886 -1.0822 0.2191
H 2.5325 0.6093 0.0113
H 0.7955 2.1376 0.2649

As for the net charge: +1. The SMILES is CN1[NH2+]C=C[C@]1(N)O.

Okay, here come the Mulliken numbers, in e, for every atom: -0.98, -0.28, 0.03, -0.29, -0.76, 0.85, -0.44, -0.52, 0.42, 0.28, 0.31, 0.31, 0.35, 0.42, 0.45, 0.23, 0.22, 0.41

=====

Model Q:
Density functional theory data (wB97M-V/def2-TZVPD) for a 2-piece molecular cluster, C4H10N3O overall.

CARTESIAN COORDINATES (ANGSTROEM)
C -0.1075 1.0321 1.5681
C 1.1443 -1.0782 -0.4376
C -0.8589 -1.2585 -0.9660
C 0.1483 -0.2269 -1.1081
N -0.2386 2.3294 1.8525
N 0.2183 0.9539 -1.6063
N -0.0245 -1.7857 0.1300
O -0.4643 0.2637 2.6115
H 1.5885 -1.8216 -1.1536
H 1.9038 -0.6008 0.2444
H -1.8181 -0.8128 -0.6319
H -0.9992 -2.0338 -1.7429
H -0.2026 3.0584 1.1912
H -0.4221 2.5072 2.7573
H 0.8632 1.6510 -1.2438
H -0.5371 1.2703 -2.1674
H 0.1761 -2.8310 0.2077
H -0.2931 -0.6232 2.2291

As for the net charge: +1.

Okay, here come the Mulliken numbers, in e, for every atom: -0.11, -0.35, -0.43, 0.36, -0.22, -0.25, -0.44, -0.47, 0.34, 0.29, 0.28, 0.34, 0.18, 0.22, 0.30, 0.24, 0.30, 0.41

=====

Energy ordering: model Q at the bottom, the next structure 0.0106 hartree above.

=====

Model P:
Density functional theory data (wB97M-V/def2-TZVPD) for one molecule with the formula C3H7N3S2.

CARTESIAN COORDINATES (ANGSTROEM)
C 2.5399 -0.9072 -0.4279
N 2.5270 0.4153 -0.9029
C 1.5492 1.2508 -0.7838
N 0.1778 1.0457 -0.1435
C -0.6191 0.0364 -0.3356
S -0.1595 -1.4396 -1.3656
N -1.8025 -0.0101 0.4184
S -1.9163 0.7212 2.1152
H 2.1949 -1.3661 -1.3624
H 3.5374 -1.1532 -0.0508
H 1.8357 -1.2784 0.3141
H 1.6620 2.3075 -1.0689
H 0.0275 1.7253 0.6100
H -2.2100 -0.9768 0.4515
H -0.9714 -0.2003 2.7940

The SMILES is C/N=C\NC(=S)NS.

Okay, here come the Mulliken numbers, in e, for every atom: -0.91, -0.36, -0.06, -0.21, 0.39, -0.39, -0.37, -0.19, 0.40, 0.28, 0.31, 0.35, 0.23, 0.35, 0.19

=====

Model Q:
Density functional theory data (wB97M-V/def2-TZVPD) for one molecule with the formula C3H7N3S2.

CARTESIAN COORDINATES (ANGSTROEM)
H -1.7449 2.2221 -0.4455
N -0.7260 2.1992 -0.5115
C -0.2583 1.0176 -0.4627
S 1.4817 0.9234 -0.8264
N 1.9421 -0.3806 0.1803
C 3.1930 -0.6391 0.2420
N -0.9299 -0.1479 -0.1384
C -2.2390 -0.0015 0.5143
S -0.6816 -1.5984 -0.9930
H 3.4629 -1.4556 0.8577
H 3.9844 -0.0585 -0.2844
H -3.0320 0.2622 -0.2116
H -2.4791 -0.9533 0.9557
H -2.1920 0.7693 1.2778
H 0.2187 -2.1588 -0.1543

The SMILES is [H]/N=C(/SN=C)N(C)S.

Okay, here come the Mulliken numbers, in e, for every atom: 0.26, -0.65, 0.48, -0.02, -0.28, -0.24, -0.01, -1.04, -0.14, 0.26, 0.20, 0.33, 0.30, 0.41, 0.14

=====

Energy ordering: model Q at the bottom, the next structure 0.0241 hartree above.